C18H31N5O3S | ωB97M-V with the def2-TZVPD basis set

net charge = 0
HOMO = -8.9 eV
relative energy (zero: lowest compared OMol25 entry of this formula, charge and spin) = 25.3 kJ/mol
HOMO-LUMO gap = 9.1774 eV
LUMO level = 0.268 eV

Last column: natural (NBO) charge in e.
CARTESIAN COORDINATES (ANGSTROEM)
1 C -3.249455 -1.489497 -3.460598  -0.6140
2 C -4.428505 -0.598714 -3.107662  -0.2106
3 N -4.042562 0.757245 -2.748818  -0.4394
4 C -5.219113 1.612437 -2.657938  -0.2152
5 C -4.863138 3.036040 -2.277099  -0.4049
6 C -4.025181 3.089665 -1.005099  -0.4193
7 C -2.840318 2.180389 -1.191378  0.1030
8 O -2.045925 2.243850 0.008490  -0.3608
9 N -0.776992 1.745661 -0.196231  -0.3462
10 C -0.425239 0.533590 0.317640  0.6644
11 O -1.219099 -0.232011 0.823379  -0.6210
12 C 1.046435 0.203554 0.154516  -0.3119
13 C 1.153586 -1.010428 -0.768185  -0.2287
14 N 0.772209 -0.717623 -2.133055  -0.6198
15 C 1.691584 -0.645945 -3.127684  0.6831
16 O 2.881271 -0.815299 -2.951677  -0.6136
17 C 1.140133 -0.324533 -4.516798  -0.5304
18 C 0.432682 0.980433 -4.597549  -0.2463
19 C -0.825304 1.266488 -5.030828  -0.1041
20 N -1.148210 2.592041 -5.020581  -0.1724
21 N -0.224374 3.335680 -4.595486  -0.3470
22 S 1.129698 2.459936 -4.180345  0.6171
23 C 1.744508 0.020644 1.514681  -0.0178
24 C 1.324308 -1.269063 2.217196  -0.6246
25 C 1.393903 1.211001 2.402598  -0.6150
26 C 3.256831 0.000787 1.296519  -0.6084
27 C -3.294960 0.773024 -1.504514  -0.2578
28 H -3.601775 -2.435938 -3.872170  0.2200
29 H -2.622141 -1.005840 -4.214359  0.1969
30 H -2.633615 -1.727078 -2.591677  0.2018
31 H -5.090094 -0.528167 -3.974178  0.1969
32 H -5.015613 -1.066457 -2.295455  0.1644
33 H -5.714340 1.609141 -3.631558  0.2044
34 H -5.943181 1.200498 -1.925614  0.1586
35 H -4.322413 3.509867 -3.100267  0.2123
36 H -5.785452 3.604920 -2.137530  0.2153
37 H -3.694923 4.109700 -0.804592  0.2205
38 H -4.616950 2.745424 -0.150801  0.2078
39 H -2.239855 2.548254 -2.025425  0.1790
40 H -0.095410 2.466886 -0.375237  0.3873
41 H 1.552776 1.039227 -0.351495  0.2091
42 H 2.179356 -1.366177 -0.799516  0.2412
43 H 0.533646 -1.822577 -0.385520  0.2182
44 H -0.203689 -0.588061 -2.353443  0.4020
45 H 1.993869 -0.339238 -5.191391  0.2603
46 H 0.462908 -1.122785 -4.834603  0.2409
47 H -1.562885 0.545628 -5.353178  0.2216
48 H 1.597841 -2.153231 1.637040  0.2041
49 H 1.830308 -1.342477 3.182595  0.2088
50 H 0.249403 -1.295156 2.388794  0.2399
51 H 1.644847 2.158937 1.915656  0.2010
52 H 0.330251 1.226103 2.650913  0.2206
53 H 1.952754 1.159312 3.338318  0.2158
54 H 3.593992 0.888919 0.755294  0.2072
55 H 3.768840 -0.019689 2.260177  0.2131
56 H 3.584456 -0.876405 0.735938  0.2117
57 H -3.883875 0.375260 -0.656394  0.1808
58 H -2.427340 0.125129 -1.600837  0.2002

Cartesian forces (eV/Å) of the 3 atoms listed first:
C 0.082 -0.038 -0.060
C -0.073 -0.053 -0.063
N 0.011 -0.007 -0.020

C18H32AlF5SSi | ωB97M-V with the def2-TZVPD basis set

net charge = 0
HOMO = -8.6 eV
HOMO-LUMO gap = 6.0468 eV
LUMO level = -2.592 eV

Last column: natural (NBO) charge in e.
CARTESIAN COORDINATES (ANGSTROEM)
1 C -8.027346 -2.826654 -0.413099  -0.6197
2 C -6.736657 -1.942755 0.014875  -0.5786
3 S -5.243387 -2.327317 -1.059458  1.2120
4 F -5.549581 -3.669200 -2.013273  -0.3908
5 C -3.932498 -2.885115 0.122083  -0.6016
6 C -3.066311 -1.665863 0.739111  -0.4100
7 C -1.954488 -2.343641 1.704117  -0.4063
8 C -0.466917 -2.228352 1.086122  -0.4098
9 C 0.408814 -1.213152 1.979519  -0.4064
10 C 0.984782 -0.056051 1.013373  -0.4061
11 C 2.617939 -0.032861 1.055213  -0.4015
12 C 3.214793 1.441389 1.311700  -0.8890
13 Si 4.180314 2.182803 -0.181576  1.6464
14 C 6.064483 2.059984 0.229403  -1.1210
15 C 3.876690 1.287764 -1.843939  -1.1408
16 C 3.607134 4.036494 -0.295979  -0.4651
17 C 3.866454 4.878733 1.008974  -0.2175
18 C 3.411342 6.353705 1.042335  -0.2271
19 C 2.728855 6.912607 -0.240450  -0.2244
20 C 2.466605 6.102391 -1.524507  -0.2277
21 C 2.920016 4.625380 -1.562052  -0.2170
22 H -7.756655 -3.917542 -0.156163  0.2405
23 H -8.185219 -2.671473 -1.533273  0.2406
24 H -8.920261 -2.537487 0.230054  0.2513
25 H -6.489772 -2.247071 1.101704  0.2518
26 H -6.930338 -0.820315 0.031386  0.2729
27 H -4.481610 -3.405097 0.996561  0.2430
28 H -3.172090 -3.607636 -0.354045  0.3448
29 H -2.594581 -1.115881 -0.147838  0.2355
30 H -3.747860 -0.934669 1.303252  0.2103
31 H -2.192040 -3.471984 1.751566  0.2170
32 H -2.054193 -1.945633 2.765946  0.2220
33 H 0.090672 -3.229877 1.076643  0.2366
34 H -0.600323 -1.894390 -0.005546  0.2235
35 H 1.247765 -1.732694 2.564090  0.2168
36 H -0.275476 -0.722230 2.771588  0.1936
37 H 0.711904 -0.183747 -0.088549  0.2085
38 H 0.535175 0.947001 1.343503  0.2019
39 H 3.023944 -0.705535 1.903043  0.2034
40 H 2.983890 -0.505228 0.083083  0.2074
41 H 3.906676 1.521140 2.222699  0.2363
42 H 2.315492 2.129442 1.550567  0.2384
43 H 6.390407 0.988823 -0.050585  0.2383
44 H 6.284487 2.175568 1.343861  0.2360
45 H 6.707546 2.801823 -0.362013  0.2475
46 H 4.112546 0.162627 -1.777097  0.2511
47 H 4.562110 1.697835 -2.673675  0.2526
48 H 2.774855 1.460193 -2.135346  0.2402
49 H 4.350859 4.369106 1.917294  0.2245
50 H 3.573654 6.955854 1.998075  0.2303
51 H 2.391549 7.996972 -0.215535  0.2197
52 H 1.939731 6.520715 -2.440758  0.2293
53 H 2.761589 3.905189 -2.437280  0.2294
54 F -0.375194 -5.925662 -3.937084  -0.7860
55 Al -1.724360 -5.337915 -2.952722  2.1854
56 F -3.043601 -4.801045 -4.009954  -0.7948
57 F -1.185247 -3.969570 -1.950586  -0.8047
58 F -2.307067 -6.639901 -1.899359  -0.7927

Cartesian forces (eV/Å) of the 3 atoms listed first:
C 1.236 -0.102 0.034
C -1.068 -1.240 1.618
S 0.496 -0.931 -0.926

C18H32B2Br10N3O16 | ωB97M-V with the def2-TZVPD basis set

net charge = +1
HOMO = -11.1 eV
HOMO-LUMO gap = 5.5056 eV
LUMO level = -5.575 eV

Last column: Löwdin charge in e.
CARTESIAN COORDINATES (ANGSTROEM)
1 N 3.408158 -2.326682 0.077692  0.3576
2 H 3.261345 -1.341974 0.247690  0.0804
3 H 3.220212 -2.627499 -0.867973  0.1406
4 H 2.726713 -2.750974 0.690640  0.1542
5 H 4.286541 -2.643134 0.462904  0.1505
6 N 4.367465 0.953912 -3.196519  0.3284
7 H 4.466713 -0.037449 -3.362208  0.1413
8 H 3.386924 1.144204 -3.046787  0.1101
9 H 4.579560 1.439466 -4.056369  0.1576
10 H 4.895066 1.225481 -2.379207  0.0745
11 N 0.064965 -4.169904 -2.719948  0.3414
12 H 0.997086 -3.842614 -2.929993  0.1367
13 H 0.014540 -4.186223 -1.711339  0.1506
14 H 0.068285 -5.009283 -3.281673  0.1528
15 H -0.619216 -3.528389 -3.094728  0.1085
16 O 2.061231 2.017183 -1.391755  0.0926
17 C 1.148346 1.301712 -0.950992  -0.3455
18 O 0.069022 0.954508 -1.610079  0.2356
19 B -0.733523 -0.071420 -0.861734  -0.8137
20 O 0.056110 -0.261015 0.386124  0.1294
21 C 1.262086 0.351593 0.227720  -0.3648
22 O 2.209791 0.177415 0.925947  0.1587
23 O -2.150152 0.308304 -0.632772  0.1956
24 C -3.021703 -0.551783 -1.177655  -0.3370
25 O -4.241943 -0.585753 -1.126948  0.1277
26 C -2.077110 -1.629829 -1.783329  -0.3897
27 O -0.821307 -1.350081 -1.649496  0.2006
28 O -2.416203 -2.700995 -2.236030  0.0854
29 O 6.335769 0.834721 -1.468130  0.0596
30 C 6.171419 0.636013 -0.217056  -0.2471
31 O 5.120493 0.148959 0.471991  0.2003
32 B 5.428500 0.151922 1.907825  -0.9055
33 O 6.846937 0.490724 1.949217  0.2863
34 C 7.273309 0.819432 0.777493  -0.3577
35 O 8.462879 1.154551 0.506011  0.1352
36 O 4.598578 0.896976 2.797789  0.2798
37 C 3.913278 0.193741 3.591080  -0.4056
38 O 2.966721 0.417646 4.354961  0.1561
39 C 4.232183 -1.223067 3.260500  -0.4293
40 O 5.205772 -1.235197 2.386832  0.2124
41 O 3.752505 -2.223632 3.736321  0.1543
42 Br -5.726391 -4.083480 0.967044  0.7302
43 C -4.204883 -4.701174 -0.074854  -0.6494
44 C -4.701272 -5.049120 -1.466034  -0.6414
45 Br -3.545267 -6.010563 -2.836913  0.5198
46 H -3.853488 -5.584037 0.459162  0.0556
47 H -3.493317 -3.875736 -0.054263  0.0324
48 H -4.944533 -4.072625 -1.884824  0.0441
49 H -5.672395 -5.535892 -1.376167  0.0483
50 Br -0.947485 5.148370 -2.304540  0.6224
51 C 0.508713 6.411272 -1.873537  -0.6784
52 C 1.273146 5.707571 -0.808149  -0.7367
53 Br 2.977480 6.683057 -0.436715  0.5799
54 H 0.158706 7.400189 -1.577481  0.0736
55 H 1.122364 6.585898 -2.757295  0.0522
56 H 1.585871 4.713762 -1.128506  0.0195
57 H 0.549875 5.813034 0.000468  -0.0145
58 Br 0.006690 4.955327 2.507630  0.5966
59 C 1.449645 3.587559 2.061893  -0.5913
60 C 2.657692 3.655976 3.039270  -0.6191
61 Br 3.543859 5.448675 3.079963  0.5540
62 H 1.804554 3.698055 1.037234  0.0281
63 H 1.124176 2.547986 2.023801  0.0407
64 H 3.388954 2.973565 2.606054  0.0319
65 H 2.398674 3.375758 4.060293  0.0619
66 Br -8.757108 -2.113495 0.198845  0.6039
67 C -7.396142 -1.060302 -0.746055  -0.6979
68 C -8.042507 0.316305 -0.956650  -0.6702
69 Br -6.763819 1.505783 -1.911241  0.5906
70 H -7.148452 -1.568213 -1.678131  0.0583
71 H -6.517473 -0.932677 -0.113796  0.0252
72 H -8.303870 0.820134 -0.026083  0.0532
73 H -8.938447 0.220698 -1.570046  0.0490
74 Br -1.383325 0.005698 3.005984  0.6880
75 C -2.890187 -0.684184 1.908455  -0.5952
76 C -3.771946 -1.579566 2.880518  -0.6530
77 Br -4.655052 -0.524422 4.335102  0.5766
78 H -2.441520 -1.302041 1.130609  0.0397
79 H -3.468455 0.187715 1.602687  0.0640
80 H -3.180044 -2.362562 3.354526  0.0473
81 H -4.580372 -2.043863 2.315731  -0.0385

Cartesian forces (eV/Å) of the 3 atoms listed first:
N -0.686 -0.875 0.718
H 0.282 1.390 -0.034
H 0.346 0.117 -0.189